Molecular formula: C60H97ClN14O5
Method: DFT, ωB97M-V with the def2-TZVPD basis set

## Properties
**Maximum force**: 5.7 eV Å⁻¹
**LUMO**: 0.222 eV
**Charge**: 0
**E_HOMO**: -8.1 eV

Each line ends with the Löwdin charge.
Element x y z (Å)
C1 6.0628 3.3370 15.7474  -0.05
C2 6.9977 3.5360 14.5620  -0.14
N1 6.7635 4.7937 13.7544  -0.23
C3 5.3261 4.8917 13.3516  0.01
C4 7.2014 5.9744 14.6004  -0.14
C5 6.8722 7.3614 14.0795  -0.07
C6 7.6378 4.7706 12.5031  -0.06
C7 7.2699 3.7668 11.4284  -0.19
O1 7.6776 2.4944 11.8254  -0.21
C8 7.7837 1.5698 10.7609  -0.09
H1 5.9717 4.1866 16.4217  0.07
H2 6.4848 2.5301 16.3494  0.06
H3 5.0883 2.9967 15.3955  0.06
H4 6.9981 2.6954 13.8671  0.12
H5 8.0561 3.5473 14.8379  0.11
H6 5.0084 3.9603 12.8946  0.07
H7 5.3296 5.7285 12.6569  0.07
H8 4.7677 5.0523 14.2696  0.08
H9 8.2608 5.8586 14.8070  0.10
H10 6.5806 5.8637 15.4886  0.11
H11 5.8572 7.7555 14.1748  0.06
H12 7.0842 7.5329 13.0220  0.05
H13 7.4682 8.0615 14.6669  0.08
H14 8.6585 4.6682 12.8742  0.13
H15 7.5961 5.7886 12.1146  0.11
H16 7.8594 4.0961 10.5621  0.09
H17 6.2257 3.9267 11.1326  0.11
H18 6.8324 1.5290 10.2209  0.05
H19 8.0480 0.5787 11.1169  0.08
H20 8.5229 1.9119 10.0267  0.07
Cl1 10.8035 7.0164 12.2074  0.64
O2 9.8430 7.7902 12.9523  -0.36
O3 11.0939 5.8719 13.0308  -0.40
O4 10.2184 6.6081 10.9521  -0.37
O5 12.0258 7.7186 11.9681  -0.32
C9 2.7475 4.7965 10.8631  -0.09
C10 3.0691 5.1052 9.4029  -0.22
C11 4.5804 5.3484 9.2247  -0.19
C12 5.1188 6.4465 10.0568  -0.23
N2 5.5008 7.3200 10.6980  0.19
H21 2.7039 5.7457 11.3994  0.06
H22 3.4737 4.0886 11.2597  0.05
H23 1.7758 4.3192 11.0000  0.08
H24 2.5564 5.9387 8.9247  0.11
H25 2.8079 4.2167 8.8248  0.11
H26 4.8188 5.6326 8.1991  0.12
H27 5.1913 4.4918 9.5116  0.06
C13 1.3005 10.5314 14.5700  -0.10
C14 0.6107 9.3073 13.9397  -0.24
C15 1.6250 8.3663 13.2944  -0.20
C16 2.5124 7.6798 14.2392  -0.22
N3 3.2118 7.1030 14.9428  0.16
H28 2.0325 11.0157 13.9216  0.08
H29 1.9130 10.1792 15.4030  0.06
H30 0.5446 11.2523 14.8713  0.07
H31 -0.1805 9.6083 13.2552  0.11
H32 0.1097 8.7499 14.7328  0.11
H33 2.2876 8.7816 12.5248  0.12
H34 1.1562 7.6195 12.6427  0.11
C17 8.0588 5.4813 8.9463  -0.14
C18 8.1651 6.5328 7.8621  -0.20
C19 7.7431 5.9674 6.4890  -0.17
C20 8.6538 4.9595 5.9651  -0.22
N4 9.3627 4.1592 5.5462  0.16
H35 8.2674 5.9137 9.9243  0.05
H36 8.8489 4.7433 8.7608  0.03
H37 7.1232 4.9332 8.8837  0.04
H38 9.1880 6.8811 7.7206  0.12
H39 7.4910 7.3554 8.1074  0.10
H40 7.6337 6.7566 5.7424  0.12
H41 6.7449 5.5246 6.5606  0.11
C21 7.2156 -0.2112 5.9134  -0.10
C22 8.2967 0.8822 6.0188  -0.22
C23 8.4331 1.4567 7.4432  -0.25
C24 7.1666 2.0144 7.9527  -0.20
N5 6.1732 2.4543 8.3293  0.17
H42 7.4115 -1.0621 6.5635  0.07
H43 7.2097 -0.5128 4.8652  0.07
H44 6.2417 0.2355 6.1152  0.07
H45 8.0023 1.6352 5.2889  0.10
H46 9.2756 0.5076 5.7239  0.10
H47 9.1975 2.2341 7.4478  -0.07
H48 8.7015 0.6646 8.1448  0.02
C25 7.7602 10.8484 12.1260  -0.11
C26 8.9225 11.5132 12.8521  -0.24
C27 8.6715 12.9445 13.3211  -0.19
C28 8.2254 13.8451 12.2429  -0.25
N6 7.8626 14.5548 11.4152  0.13
H49 7.2895 11.4067 11.3130  0.07
H50 6.9400 10.5126 12.7667  0.07
H51 8.0657 9.9314 11.6154  0.07
H52 9.7763 11.5975 12.1774  0.11
H53 9.2264 10.8742 13.6794  0.11
H54 9.5780 13.4632 13.6470  0.12
H55 7.9490 13.0060 14.1368  0.12
C29 13.1720 3.2512 11.0822  -0.10
C30 12.4972 3.5490 9.7434  -0.20
C31 10.9576 3.4876 9.8565  -0.13
C32 10.1807 3.4362 8.6287  -0.09
N7 9.5524 3.3693 7.6707  0.11
H56 14.2554 3.4051 11.0578  0.08
H57 13.1842 2.2150 11.4318  0.06
H58 12.7652 3.8617 11.8836  0.05
H59 12.8886 2.8764 8.9813  0.09
H60 12.7782 4.5469 9.4043  0.12
H61 10.5587 4.3341 10.4243  0.10
H62 10.7116 2.5714 10.4051  0.11
N8 4.1383 0.4057 19.9541  0.03
C33 3.6538 0.7854 18.7326  -0.15
C34 4.1386 2.0253 18.3806  -0.10
C35 5.0029 2.3960 19.4317  -0.12
C36 5.0161 1.3746 20.3543  -0.17
H63 3.8418 -0.3992 20.4708  0.15
H64 2.7949 0.2897 18.3025  0.11
H65 3.8501 2.5942 17.5148  0.09
H66 5.6060 3.2819 19.5590  0.09
H67 5.5261 1.3390 21.3039  0.11
N9 7.1640 0.3960 18.0611  0.03
C37 6.7145 0.0503 16.8132  -0.14
C38 7.8127 0.0417 15.9786  -0.11
C39 8.9301 0.4386 16.6998  -0.11
C40 8.5244 0.6206 18.0059  -0.15
H68 6.6600 0.4783 18.9286  0.10
H69 5.6641 -0.1051 16.6375  0.08
H70 7.8318 -0.2976 14.9543  0.09
H71 9.9158 0.5311 16.2725  0.08
H72 9.0250 0.7995 18.9445  0.11
N10 10.2853 -0.6459 10.2706  0.04
C41 11.5722 -0.1959 10.0988  -0.12
C42 11.6955 0.2263 8.8070  -0.07
C43 10.4206 0.0742 8.1555  -0.09
C44 9.5874 -0.4537 9.1111  -0.18
H73 9.9122 -1.1180 11.0703  0.13
H74 12.2842 -0.4087 10.8797  0.11
H75 12.5504 0.5351 8.2285  0.10
H76 10.2739 0.3125 7.1174  0.09
H77 8.5296 -0.6712 9.1312  0.12
N11 11.1145 2.9382 13.6180  0.04
C45 12.2100 2.1940 14.0229  -0.14
C46 11.8203 0.8893 13.9805  -0.12
C47 10.4319 0.8107 13.5943  -0.11
C48 10.0568 2.1246 13.4168  -0.14
H78 11.1145 3.9424 13.5415  0.09
H79 13.1348 2.6873 14.2641  0.12
H80 12.4861 0.0492 14.1119  0.09
H81 9.9247 -0.0952 13.3112  0.08
H82 9.1423 2.5784 13.0685  0.08
N12 8.8200 3.7179 17.5878  0.02
C49 8.2959 4.9152 17.9979  -0.13
C50 8.9756 5.8990 17.2905  -0.10
C51 9.8346 5.2160 16.3945  -0.14
C52 9.8160 3.8824 16.6601  -0.12
H83 8.5417 2.8514 18.0285  0.10
H84 7.5722 4.9699 18.7923  0.10
H85 8.7719 6.9573 17.3255  0.09
H86 10.5113 5.7350 15.7275  0.10
H87 10.4485 3.0920 16.2947  0.10
N13 4.9957 -0.3322 11.7020  0.02
C53 4.5327 0.9638 11.7174  -0.14
C54 4.2513 1.2821 13.0092  -0.14
C55 4.4049 0.1358 13.7959  -0.10
C56 4.9238 -0.8485 12.9774  -0.11
H88 5.3229 -0.7993 10.8783  0.14
H89 4.2922 1.4648 10.7917  0.11
H90 3.7737 2.1753 13.3859  0.09
H91 4.3779 0.2151 14.8726  0.08
H92 5.4048 -1.7920 13.1760  0.11
N14 5.1462 10.9150 19.1827  0.00
C57 6.4950 10.8543 19.4227  -0.14
C58 7.0661 10.2559 18.3343  -0.13
C59 6.0891 10.1339 17.3294  -0.11
C60 4.8897 10.5021 17.9030  -0.14
H93 4.4675 11.2949 19.8143  0.14
H94 6.9065 11.1998 20.3559  0.10
H95 8.1083 9.9901 18.2464  0.09
H96 6.3035 9.8688 16.3073  0.08
H97 3.8812 10.5534 17.5275  0.10

Forces on atoms 1 to 3 (eV/Å):
0.29 -0.37 -0.28
0.74 -0.19 -0.04
0.37 -0.56 -0.58